# C5H12AgMgO3

A molecular structure, C5H12AgMgO3 in a non-equilibrium geometry (ωB97M-V/def2-TZVPD, the Open Molecules 2025 dataset).

XYZ file:
```
22
Properties=species:S:1:pos:R:3:forces:R:3:mulliken_charge:R:1
O 1.788 1.233 -0.533 5.1 1.7 0.9 -0.98
Mg 3.585 1.033 -1.166 -1.5 0.2 0.5 0.15
C -2.258 2.076 -1.305 -0.2 -0.2 0.1 -0.71
O -1.495 1.104 -0.604 -2.7 1.1 1.1 -0.21
C -2.108 0.575 0.579 0.1 0.5 -0.4 -0.44
C -1.130 -0.330 1.300 1.7 1.0 1.1 -0.73
C -0.860 -1.651 0.608 0.3 -0.3 -0.4 -0.42
O 0.004 -1.449 -0.520 -0.3 -3.1 1.7 -0.13
C 0.809 -2.563 -0.886 -0.2 -0.2 0.3 -0.67
Ag 0.278 0.416 -1.284 0.4 0.4 -3.6 0.62
H -1.576 2.591 -1.990 -0.2 -0.2 0.2 0.18
H -3.050 1.565 -1.869 0.0 0.3 0.0 0.30
H -2.692 2.796 -0.597 0.0 -0.1 -0.2 0.28
H -3.011 0.031 0.259 0.1 0.0 0.3 0.35
H -2.400 1.419 1.219 0.0 -0.2 -0.1 0.38
H -1.553 -0.551 2.289 -0.1 -0.1 -0.2 0.40
H -0.096 0.228 1.587 -2.3 -1.2 -1.1 0.22
H -1.769 -2.134 0.215 -0.1 0.2 0.4 0.31
H -0.383 -2.340 1.319 0.0 0.1 -0.2 0.40
H 1.756 -2.163 -1.269 -0.4 -0.2 -0.4 0.10
H 1.080 -3.181 -0.020 -0.2 0.2 0.0 0.31
H 0.227 -3.183 -1.581 0.5 0.0 -0.2 0.28
```
Forces are in eV/Å.

Multiplicity ... 2
E ... -20960.8041 eV
E_LUMO (alpha / beta) ... 0.7055 / -0.2992 eV
Charge ... 0
Energy relative to the best compared isomer or geometry (same formula, charge and spin) ... 23.5 kJ/mol

# C8H14N3O

A gas-phase ion, C8H14N3O (charge +1) in a non-equilibrium geometry (ωB97M-V/def2-TZVPD, the Open Molecules 2025 dataset).

XYZ file:
```
26
Properties=species:S:1:pos:R:3:forces:R:3:mulliken_charge:R:1
C 2.406 1.678 0.165 -0.5 2.0 1.2 -0.99
N 1.485 0.646 -0.117 -0.5 -0.9 0.4 0.01
C 1.595 -0.703 0.100 -1.1 1.1 0.5 0.50
N 2.652 -1.247 0.615 1.1 0.0 0.1 -0.35
N 0.487 -1.345 -0.105 -1.7 -1.5 -0.9 -0.26
C -0.568 -0.357 -0.611 0.8 1.8 -0.2 1.36
C -0.639 -0.143 -2.206 -1.1 0.9 1.1 -1.30
C -1.834 -0.485 0.191 -0.9 0.0 -1.3 -0.60
C -1.960 -0.076 1.607 -0.2 0.3 0.8 -0.73
C -2.694 0.721 0.555 -1.0 -1.8 0.8 -0.66
C 0.159 1.018 -0.315 -0.4 -3.0 0.4 -0.18
O -0.247 2.124 -0.283 -0.2 1.0 -0.3 -0.51
H 3.285 1.320 0.623 1.0 -0.1 0.7 0.41
H 2.607 2.159 -0.722 1.2 0.7 -2.4 0.41
H 1.972 2.606 0.668 0.1 -1.9 0.4 0.32
H 3.427 -0.635 0.479 1.2 -0.6 0.7 0.20
H 2.660 -2.195 0.984 0.4 0.5 -0.3 0.23
H 0.431 -2.413 0.092 -0.3 2.8 -0.8 0.32
H -0.940 -1.069 -2.613 -0.5 -0.9 -0.9 0.43
H 0.249 0.239 -2.746 0.0 -0.5 0.9 0.35
H -1.413 0.667 -2.397 0.6 -1.2 0.4 0.36
H -2.530 -1.284 -0.119 0.8 0.1 0.2 0.56
H -1.229 0.499 2.142 0.9 0.2 -0.3 0.21
H -2.433 -0.705 2.345 -0.5 -0.3 -0.3 0.31
H -3.756 0.483 0.488 0.3 0.5 -0.2 0.31
H -2.399 1.727 0.447 0.3 0.7 -0.4 0.28
```
Forces are in eV/Å.

E ... -15033.5345 eV
E_LUMO ... -3.0651 eV
Charge ... +1
Energy relative to the best compared isomer or geometry (same formula, charge and spin) ... 72.9 kJ/mol
SMILES ... CN1C(=[NH2+])N[C@@](C)(C2CC2)C1=O

# C37H94CaN5O15

A molecular structure, C37H94CaN5O15 in a non-equilibrium geometry (ωB97M-V/def2-TZVPD, the Open Molecules 2025 dataset).

XYZ file:
```
152
Properties=species:S:1:pos:R:3:forces:R:3:mulliken_charge:R:1
Ca 1.248 6.227 0.313 1.3 -1.6 0.1 1.63
C 1.327 0.522 -0.647 0.1 -0.2 0.6 -0.85
C 1.329 1.973 -0.177 -0.6 1.5 -0.6 0.72
O 2.220 2.708 -0.648 2.0 0.7 -0.9 -0.70
O 0.421 2.504 0.492 -1.4 -0.6 1.2 -0.76
H 0.974 0.472 -1.677 0.0 0.2 0.0 0.26
H 0.714 -0.148 -0.043 -0.1 0.2 0.1 0.29
H 2.352 0.151 -0.629 0.0 0.0 -0.1 0.16
C -0.641 5.819 -3.433 -0.2 0.3 -1.0 -0.64
O -0.989 6.063 -2.088 0.2 0.1 1.4 -0.41
H -0.274 6.754 -3.856 0.3 -0.1 -0.2 0.27
H 0.083 5.008 -3.522 0.0 0.1 0.1 0.25
H -1.541 5.564 -3.993 0.1 -0.2 -0.1 0.31
H -1.941 6.182 -2.072 0.0 0.0 0.3 0.28
C 5.852 1.947 -3.302 -0.2 -0.8 -0.7 -0.54
O 4.878 2.868 -3.751 0.2 0.9 -0.1 -0.53
H 6.522 1.672 -4.117 -0.1 0.3 -0.2 0.29
H 6.485 2.339 -2.506 -0.2 -0.2 0.3 0.21
H 5.278 1.046 -3.086 0.6 -0.3 0.8 0.25
H 4.338 3.037 -2.975 -0.4 0.0 0.0 0.32
C -0.361 -4.211 5.966 -0.3 -0.5 -0.2 -0.71
O -0.120 -4.596 4.620 0.2 -0.6 -0.6 -0.32
C -1.300 -4.784 3.800 -0.8 1.1 0.9 -0.61
C -1.016 -5.296 2.404 1.2 -0.3 1.2 -0.62
N -0.561 -6.686 2.515 -0.7 0.1 -0.8 -0.38
C -0.175 -7.161 1.184 1.0 -0.3 0.3 -0.51
C 0.369 -8.587 1.224 -1.6 -0.1 -0.3 -0.54
O 0.841 -9.031 -0.060 1.0 -0.1 1.7 -0.28
C 1.550 -10.260 0.136 -0.5 -0.6 -0.9 -0.79
H 0.565 -4.142 6.537 0.3 0.4 -0.6 0.27
H -0.879 -4.983 6.535 -0.6 -0.2 -0.2 0.30
H -0.926 -3.280 6.014 0.0 0.1 0.1 0.27
H -1.772 -3.806 3.710 -0.2 0.3 -0.1 0.40
H -2.030 -5.410 4.313 0.1 -0.3 0.1 0.34
H -0.224 -4.637 2.047 0.4 0.1 -0.5 0.32
H -1.835 -5.190 1.693 -0.3 -0.1 0.4 0.44
H 0.235 -6.654 3.135 0.2 -0.3 0.0 0.26
H 0.673 -6.558 0.858 0.0 0.3 -0.7 0.31
H -1.024 -7.065 0.508 0.1 0.0 0.0 0.31
H -0.434 -9.278 1.481 -0.2 0.0 0.3 0.34
H 1.066 -8.626 2.061 0.7 -0.2 -0.3 0.30
H 0.959 -11.065 0.571 -0.8 0.2 0.2 0.32
H 2.423 -10.254 0.788 0.3 0.8 -0.2 0.32
H 1.784 -10.636 -0.860 0.4 0.2 0.1 0.27
C -5.493 -5.362 7.647 0.9 0.8 -0.7 -0.76
O -5.630 -3.977 7.345 -0.3 0.1 -0.4 -0.28
C -5.899 -3.164 8.468 -0.7 -0.6 0.2 -0.60
C -6.279 -1.747 8.071 0.0 -0.8 -0.2 -0.71
N -5.184 -1.099 7.382 0.4 0.0 0.3 -0.37
C -5.537 0.214 6.894 0.3 -0.3 -0.3 -0.67
C -4.610 0.726 5.794 -1.2 -0.3 0.1 -0.60
O -4.815 -0.020 4.587 0.2 -0.2 0.5 -0.30
C -4.070 0.492 3.511 0.7 -0.2 0.0 -0.77
H -4.596 -5.456 8.258 -0.1 -0.5 0.4 0.32
H -5.287 -5.832 6.685 0.0 -0.1 0.1 0.24
H -6.366 -5.848 8.085 -0.1 0.3 0.3 0.29
H -5.073 -3.192 9.179 0.4 0.3 -0.1 0.35
H -6.730 -3.634 8.993 -0.4 0.2 0.2 0.42
H -6.649 -1.243 8.964 0.7 0.4 0.3 0.38
H -7.181 -1.739 7.458 -0.3 -0.4 -0.5 0.38
H -4.871 -1.691 6.626 -0.1 -0.2 -0.1 0.28
H -5.462 0.862 7.767 -0.2 0.5 -0.2 0.31
H -6.551 0.211 6.495 -0.4 0.2 0.0 0.39
H -3.596 0.684 6.189 0.4 0.0 -0.5 0.38
H -4.936 1.744 5.581 0.4 0.4 0.1 0.43
H -3.017 0.555 3.785 0.2 0.3 0.1 0.32
H -4.408 1.472 3.174 -0.2 0.2 0.1 0.30
H -4.061 -0.178 2.651 -0.6 -0.2 0.2 0.27
C 3.660 -0.111 4.620 -0.5 0.3 -1.0 -0.88
O 4.688 0.267 3.673 -0.6 -0.4 2.0 -0.16
C 5.888 0.467 4.435 0.3 0.5 -2.5 -0.45
C 6.975 0.964 3.445 0.5 -1.5 0.1 -0.91
N 7.500 -0.035 2.448 -0.5 -0.1 0.3 -0.35
C 6.539 -0.530 1.431 1.2 0.0 -0.6 -0.27
C 7.246 -1.483 0.339 -0.7 0.4 0.4 -0.56
O 6.414 -1.799 -0.781 -0.5 0.7 0.7 -0.31
C 5.286 -2.625 -0.482 0.5 -0.3 -0.3 -0.71
H 3.743 -1.130 5.000 0.5 0.0 0.1 0.34
H 2.687 -0.067 4.132 0.1 0.0 -0.3 0.25
H 3.593 0.600 5.444 0.3 0.0 0.2 0.31
H 6.260 -0.467 4.855 -0.2 -0.1 0.3 0.30
H 5.709 1.220 5.203 0.1 0.0 0.3 0.50
H 7.805 1.225 4.101 0.3 0.1 -0.2 0.39
H 6.713 1.872 2.901 -0.4 -0.1 0.0 0.30
H 7.861 -0.863 2.899 0.3 0.2 0.6 0.29
H 6.230 0.415 0.984 -0.5 -0.4 -0.7 0.17
H 5.687 -1.038 1.883 -0.1 0.0 -0.2 0.26
H 7.596 -2.439 0.727 -0.2 -0.2 0.8 0.34
H 8.172 -1.059 -0.052 -0.3 0.6 -0.1 0.33
H 5.638 -3.641 -0.301 0.0 -0.3 -0.1 0.32
H 4.639 -2.610 -1.359 0.1 0.0 0.0 0.21
H 4.666 -2.381 0.380 0.2 0.7 0.1 0.28
C -3.863 2.121 -4.459 -1.2 -0.2 0.4 -0.74
O -3.553 2.128 -5.808 1.8 1.1 -0.2 -0.28
C -4.475 1.681 -6.752 0.2 -0.2 -0.1 -0.49
C -4.081 2.208 -8.142 -0.9 -0.7 0.5 -0.54
N -5.058 1.722 -9.088 -0.6 0.5 0.2 -0.14
C -5.139 2.465 -10.317 0.3 -0.7 -0.7 -0.49
C -6.090 1.759 -11.248 -1.5 1.7 0.5 -0.59
O -6.249 2.517 -12.434 -0.6 -0.8 -0.5 -0.32
C -7.264 1.921 -13.271 1.5 0.4 -0.9 -0.75
H -4.754 2.714 -4.254 -0.5 0.0 -0.1 0.32
H -3.109 2.586 -3.823 0.5 -0.2 -0.5 0.21
H -4.059 1.107 -4.110 0.1 -0.2 0.2 0.32
H -5.486 1.988 -6.483 -0.2 0.2 -0.2 0.36
H -4.445 0.591 -6.758 -0.2 -0.4 -0.1 0.31
H -3.074 1.899 -8.421 0.4 0.2 0.3 0.27
H -4.165 3.295 -8.132 0.2 0.1 0.0 0.25
H -5.177 0.724 -9.183 0.4 0.1 0.0 0.23
H -4.194 2.543 -10.853 0.5 0.2 0.1 0.26
H -5.525 3.468 -10.134 0.1 0.1 0.0 0.24
H -7.051 1.911 -10.756 -0.4 -1.0 0.4 0.33
H -5.867 0.705 -11.416 0.1 -0.1 -0.1 0.36
H -8.318 1.996 -13.000 0.1 0.3 0.7 0.29
H -7.011 0.875 -13.446 -0.1 -0.2 0.1 0.33
H -7.123 2.419 -14.230 -0.3 0.0 0.0 0.26
C 3.791 7.452 -2.038 0.1 -0.8 -0.6 -0.77
O 3.627 6.839 -0.759 -0.2 0.4 1.0 -0.29
C 4.878 6.928 -0.027 -0.2 -0.5 0.6 -0.67
C 4.846 6.077 1.248 -0.6 -1.4 -2.3 -0.75
N 3.627 6.368 2.006 0.9 0.4 1.0 -0.24
C 3.347 5.317 3.026 -0.9 -0.2 -1.3 -0.68
C 1.964 5.544 3.648 0.6 -1.2 1.2 -0.80
O 0.984 5.994 2.712 1.3 0.3 -0.6 -0.30
C -0.173 6.373 3.391 -1.5 0.9 -0.1 -0.76
H 4.073 8.503 -1.984 0.1 -0.1 0.1 0.32
H 2.876 7.340 -2.620 -0.1 0.1 0.2 0.24
H 4.537 6.835 -2.537 0.2 0.5 -0.4 0.33
H 5.110 7.961 0.233 -0.3 0.3 -0.1 0.42
H 5.709 6.593 -0.648 -0.1 -0.2 -0.2 0.45
H 5.847 6.146 1.675 -0.2 0.4 0.9 0.41
H 4.757 5.018 1.004 0.1 -0.1 -0.6 0.35
H 4.019 7.118 2.557 -1.1 1.0 0.3 0.20
H 4.181 5.266 3.726 -0.4 -0.2 0.4 0.43
H 3.265 4.372 2.489 0.4 -0.2 -0.1 0.35
H 2.034 6.102 4.582 -0.2 1.2 -0.4 0.53
H 1.543 4.627 4.060 0.4 -0.6 -0.3 0.47
H -0.639 5.565 3.957 0.2 -0.1 0.0 0.32
H -0.881 6.710 2.634 -0.3 -0.1 0.0 0.24
H 0.004 7.248 4.016 0.2 -0.1 0.3 0.37
C -0.610 -4.556 -3.584 0.3 1.0 -0.7 -1.33
C -0.107 -4.235 -5.036 -0.4 -0.2 1.0 0.50
C 0.370 -2.783 -5.194 -0.1 -0.6 0.8 -1.02
O 0.965 -5.076 -5.392 0.4 -0.5 -0.9 -0.56
H -1.484 -3.936 -3.386 0.0 0.1 0.1 0.36
H 0.186 -4.245 -2.908 0.0 0.1 0.2 0.33
H -0.878 -5.576 -3.310 0.1 -0.2 -0.7 0.36
H -0.919 -4.394 -5.745 0.0 -0.4 -0.1 0.23
H 1.031 -2.649 -4.337 0.3 0.5 -0.1 0.18
H -0.446 -2.063 -5.134 0.0 0.0 0.0 0.30
H 0.932 -2.660 -6.119 -0.1 -0.1 0.1 0.32
H 1.425 -5.511 -4.671 -0.4 0.3 0.3 0.32
```
Forces are in eV/Å.

E ... -96479.6515 eV
E_LUMO ... -4.4491 eV
Charge ... +1

# C35H63F10N6O10P2S4

5 unconnected molecules or ions with the total composition C35H63F10N6O10P2S4 in a non-equilibrium geometry (ωB97M-V/def2-TZVPD, the Open Molecules 2025 dataset).

XYZ file:
```
130
Properties=species:S:1:pos:R:3:forces:R:3:mulliken_charge:R:1
C 7.966 3.109 -0.806 0.4 0.7 0.1 -1.04
C 7.433 2.668 -2.272 -0.6 -0.3 1.4 -0.27
C 7.035 1.107 -2.172 -0.4 -0.3 -0.9 0.39
C 7.643 0.198 -3.360 -0.2 0.5 -0.2 -0.84
C 7.442 -1.390 -3.141 -0.5 0.1 0.3 -0.90
C 6.193 -1.757 -2.175 0.6 0.2 0.6 0.49
C 6.014 -3.367 -2.053 1.7 1.1 1.0 -1.16
N 4.599 -3.812 -1.918 -0.4 -0.1 0.6 0.12
C 3.864 -3.711 -0.793 1.0 -0.3 -0.5 0.07
N 4.477 -3.136 0.392 -3.4 -0.6 -2.6 0.01
C 3.503 -2.712 1.452 -0.3 1.0 2.0 0.09
C 3.383 -1.108 1.392 1.0 0.8 -0.4 -1.66
C 2.973 -0.506 -0.038 -0.5 1.1 0.4 0.90
C 3.325 1.077 -0.139 0.5 -1.6 1.5 0.74
F 4.732 1.242 -0.028 -2.9 -0.2 -0.1 -0.19
F 2.698 1.706 0.997 1.4 -0.9 -2.9 -0.27
C 2.868 1.704 -1.541 2.0 2.0 -1.0 0.67
F 3.765 2.802 -1.804 -2.2 -2.4 0.6 -0.31
F 3.077 0.801 -2.644 -0.8 1.8 2.9 -0.31
C 1.393 2.334 -1.563 -0.4 2.0 -1.7 0.53
F 1.266 3.483 -0.729 0.4 -3.4 -1.7 -0.25
F 1.198 2.826 -2.902 0.5 -1.4 3.0 -0.29
C 0.200 1.294 -1.305 -3.2 0.6 -0.5 0.69
F -0.986 1.895 -1.840 3.0 -1.6 1.4 -0.29
F 0.365 0.082 -2.030 -0.1 2.8 2.3 -0.24
F -0.061 1.100 0.073 1.1 -0.2 -3.5 -0.20
C 2.117 -3.508 1.457 -0.8 0.4 -1.4 0.78
P 2.545 -5.300 2.051 1.1 -0.3 3.5 0.72
N 3.200 -5.349 3.511 -0.2 1.1 -1.6 -0.88
C 1.007 -2.945 2.470 -2.0 -2.5 3.7 -0.70
O 0.649 -3.703 3.420 1.6 2.9 -3.9 -0.50
N 0.323 -1.648 2.372 2.0 -1.4 1.7 0.28
C 0.397 -0.860 3.602 1.0 5.1 0.5 0.57
O 0.773 0.338 3.488 -1.6 -5.1 0.6 -0.44
F 0.040 -1.303 4.886 0.7 0.0 -3.9 -0.20
C 1.508 -3.578 -0.030 0.4 -0.6 -0.1 -0.17
P -0.115 -4.603 -0.158 -2.6 1.4 -0.2 0.24
N -1.368 -3.896 0.541 1.0 -0.5 -1.1 -0.66
N 2.505 -4.272 -0.901 2.2 1.6 1.0 -0.33
H 8.464 2.246 -0.235 -0.6 1.2 -1.0 0.29
H 8.736 3.962 -0.875 -1.2 -1.3 0.1 0.34
H 7.126 3.507 -0.124 1.1 -0.7 -1.2 0.22
H 8.169 2.915 -3.110 -0.9 -0.6 1.3 0.42
H 6.461 3.246 -2.467 1.6 -0.7 0.1 0.14
H 5.888 1.035 -2.273 1.8 0.1 0.3 -0.55
H 7.306 0.665 -1.144 -0.2 0.8 -1.6 0.22
H 8.755 0.473 -3.530 -1.7 -0.7 0.4 0.38
H 7.108 0.510 -4.332 0.8 -0.5 1.5 0.28
H 7.236 -1.898 -4.159 0.6 0.7 1.6 0.37
H 8.373 -1.822 -2.622 -1.3 0.5 -1.0 0.30
H 6.485 -1.367 -1.122 -0.6 -0.5 -1.6 0.14
H 5.236 -1.210 -2.481 1.2 -0.9 0.2 0.03
H 6.570 -3.679 -1.086 -0.9 0.3 -1.6 0.28
H 6.587 -3.842 -2.917 -1.4 0.3 1.0 0.54
H 4.167 -4.238 -2.762 0.1 0.5 1.2 0.35
H 5.046 -2.300 0.192 0.2 -0.9 -0.3 0.12
H 4.012 -2.946 2.467 -0.8 0.3 -1.7 0.26
H 4.445 -0.701 1.621 -1.6 -0.7 -0.2 0.52
H 2.699 -0.645 2.178 1.0 -0.9 -0.9 0.43
H 1.821 -0.548 -0.095 1.9 -0.1 -0.4 -0.72
H 3.487 -0.990 -0.936 -0.9 0.5 1.2 -0.04
H 3.511 -5.871 1.127 -1.2 0.3 -0.1 0.07
H 1.355 -6.133 2.120 0.6 0.7 -1.0 0.17
H 3.241 -4.393 3.893 -0.1 -0.8 0.3 0.23
H 0.676 -1.057 1.607 -0.4 -0.1 0.7 0.08
H 1.261 -2.572 -0.508 0.3 -1.3 0.8 0.13
H 0.177 -5.921 0.318 0.5 0.6 -0.3 0.05
H -0.450 -4.750 -1.565 1.2 -0.2 0.7 0.16
H -2.061 -3.726 -0.218 0.5 0.0 0.9 0.26
H 2.495 -5.297 -0.803 0.3 0.6 -0.2 0.34
C 4.076 -11.119 2.789 0.1 0.1 0.2 -0.57
C 2.588 -10.795 2.936 -0.1 -0.2 0.1 -0.77
C 2.327 -9.488 2.186 -0.4 0.1 0.4 -0.38
S 3.552 -9.405 0.884 -0.1 -0.7 0.0 1.21
O 4.435 -8.289 1.152 -0.2 0.2 -0.4 -0.64
O 2.900 -9.584 -0.395 0.2 0.6 0.1 -0.71
C 4.401 -10.913 1.315 0.3 -0.3 0.2 -0.73
H 4.303 -12.137 3.111 0.0 0.1 0.0 0.35
H 4.666 -10.431 3.403 0.0 -0.1 -0.1 0.29
H 1.995 -11.600 2.490 0.1 0.1 0.0 0.30
H 2.294 -10.714 3.984 0.0 0.0 -0.1 0.35
H 1.330 -9.468 1.746 0.2 0.1 -0.1 0.41
H 2.465 -8.620 2.835 0.1 0.0 -0.1 0.18
H 5.468 -10.808 1.121 -0.1 0.1 -0.1 0.39
H 3.984 -11.717 0.704 0.0 0.1 0.0 0.34
C -3.378 2.969 0.374 0.1 -0.1 0.1 -0.50
C -3.915 1.537 0.395 0.2 -0.2 -0.1 -0.42
C -5.335 1.587 0.959 0.2 -0.6 0.1 -0.98
S -5.978 3.209 0.555 0.0 0.4 -0.2 1.47
O -6.187 3.939 1.782 -0.2 -0.3 -0.3 -0.70
O -7.010 3.074 -0.449 0.1 0.0 0.4 -0.77
C -4.492 3.819 -0.223 0.7 0.1 0.0 -0.56
H -2.458 3.048 -0.208 -0.1 0.0 0.1 0.21
H -3.162 3.298 1.396 0.0 0.0 -0.1 0.29
H -3.937 1.141 -0.626 0.0 0.0 0.1 0.27
H -3.278 0.875 0.988 -0.1 0.0 0.0 0.29
H -5.973 0.824 0.511 -0.1 0.2 0.1 0.39
H -5.338 1.484 2.045 -0.1 0.1 -0.1 0.39
H -4.377 4.881 -0.020 -0.2 -0.2 0.0 0.35
H -4.584 3.649 -1.298 -0.1 0.0 0.1 0.29
C -9.377 5.330 1.578 0.1 -0.1 0.0 -0.36
C -9.721 4.745 0.208 0.1 0.2 -0.2 -0.20
C -10.916 3.808 0.396 0.3 -0.2 -0.5 -0.72
S -11.824 4.432 1.805 -0.1 0.2 -0.1 1.16
O -11.752 3.456 2.869 -0.3 0.1 -0.1 -0.67
O -13.080 4.990 1.355 0.0 -0.3 0.3 -0.67
C -10.703 5.767 2.186 0.4 0.3 0.1 -0.80
H -8.677 6.164 1.498 0.0 -0.1 0.0 0.23
H -8.914 4.559 2.203 0.0 0.1 0.0 0.24
H -9.992 5.555 -0.477 0.0 0.0 0.1 0.29
H -8.873 4.217 -0.230 -0.2 0.1 0.1 0.01
H -11.566 3.805 -0.480 -0.1 -0.1 0.2 0.38
H -10.595 2.791 0.624 -0.1 0.1 0.1 0.36
H -10.654 5.916 3.264 -0.2 -0.1 -0.1 0.44
H -11.081 6.669 1.698 -0.1 -0.1 0.0 0.37
C -4.132 8.927 -1.524 0.2 0.0 0.0 -0.56
C -4.625 8.532 -2.918 0.1 0.2 -0.1 -0.62
C -5.563 7.335 -2.751 0.2 -0.1 -0.6 -0.62
S -6.275 7.483 -1.116 -0.4 0.4 0.0 1.13
O -5.813 6.374 -0.310 -0.4 0.3 -0.1 -0.59
O -7.675 7.818 -1.234 0.3 -0.4 0.2 -0.72
C -5.370 8.944 -0.638 0.3 0.3 0.1 -0.81
H -3.631 9.897 -1.531 0.0 -0.1 0.0 0.36
H -3.420 8.180 -1.159 0.0 0.1 0.0 0.27
H -5.172 9.370 -3.362 0.0 -0.1 0.1 0.30
H -3.795 8.291 -3.587 -0.1 0.0 0.0 0.34
H -6.361 7.342 -3.494 0.0 -0.1 0.2 0.38
H -5.019 6.390 -2.799 -0.1 0.0 0.1 0.26
H -5.138 8.906 0.426 -0.2 -0.1 0.0 0.40
H -5.998 9.811 -0.856 0.0 -0.1 0.0 0.41
```
Forces are in eV/Å.

E ... -155810.6225 eV
E_LUMO ... -4.0541 eV
Charge ... +1